52
Properties=species:S:1:pos:R:3:lowdin_charge:R:1 method="wB97M-V/def2-TZVPD" total_charge=-2 homo_ev="-1.209 / 0.286" energy_ha=-14627.73017 relative_energy_kj_mol=261.8 multiplicity=5
Fe 13.3821 7.7330 7.2638 0.448
N 12.5009 7.7663 5.1487 -0.023
C 11.9633 6.4305 4.9430 -0.270
C 12.9570 5.3472 5.3725 -0.241
N 13.1256 5.4503 6.8569 -0.009
H 11.7259 8.3773 5.1893 0.052
H 13.0433 8.0672 4.3426 0.082
H 11.6914 6.2343 3.9066 0.091
H 11.0950 6.3774 5.6162 0.115
H 13.8997 5.4452 4.9195 0.082
H 12.5619 4.4172 5.1046 0.077
H 14.1688 5.3775 6.8712 0.042
H 12.7547 4.6523 7.3569 0.076
C 7.0487 7.6166 10.3740 -0.135
O 7.9406 8.1092 11.3163 -0.108
C 9.2808 8.0221 10.9994 -0.306
C 10.1405 8.1907 12.0904 -0.052
C 11.4576 8.3709 11.8261 -0.061
C 11.9923 8.3427 10.5372 -0.115
C 13.4359 8.5958 10.3949 -0.335
C 14.4153 8.5862 11.5863 -0.014
O 13.9099 8.7975 9.2508 -0.025
C 11.1558 8.0834 9.4080 -0.294
O 11.5245 8.0146 8.1317 -0.169
C 9.7581 7.8847 9.7329 0.029
H 6.0820 7.6357 10.8486 0.070
H 7.2699 6.5914 10.0477 0.096
H 7.0268 8.3651 9.4958 0.111
H 9.7489 8.1293 13.1034 0.105
H 12.1637 8.5031 12.6537 0.111
H 14.3393 7.6484 12.1752 0.068
H 14.2281 9.4305 12.2160 0.067
H 15.3586 8.6741 11.0655 0.075
H 9.1122 7.9255 8.8685 0.098
Se 17.7237 6.7035 13.4338 -0.216
Se 18.8336 6.0936 15.3483 -0.240
Se 16.5571 3.3136 14.6127 -0.303
Se 15.9888 4.9542 13.0410 -0.220
Br 21.0732 5.8182 4.6896 0.603
C 19.7725 6.9547 5.6359 -0.619
C 20.2031 8.1890 6.2154 -0.101
C 19.2627 8.9208 7.0099 -0.067
C 18.0016 8.4051 7.1920 -0.024
C 17.6201 7.1829 6.6258 -0.104
C 18.5663 6.4331 5.9484 -0.104
C 16.1682 6.7696 6.7270 -0.569
O 15.9292 5.6001 6.3295 -0.043
O 15.2605 7.5322 7.1485 -0.100
H 21.1133 8.6032 5.9329 0.059
H 19.4854 9.8873 7.4326 0.094
H 17.2069 9.0358 7.5025 0.109
H 18.2895 5.4261 5.6419 0.112

60
Properties=species:S:1:pos:R:3:lowdin_charge:R:1 method="wB97M-V/def2-TZVPD" total_charge=-2 homo_ev="-0.676 / -1.110" energy_ha=-5481.30067 relative_energy_kj_mol=230.1 multiplicity=4
V -0.1677 0.4646 0.9283 0.633
N -2.5737 0.1256 3.6093 0.153
C -2.5327 -1.2206 2.8766 -0.458
C -3.5216 -2.1804 3.5167 -0.103
P -0.7737 -1.7588 3.3163 0.342
O -1.0670 -1.5646 4.9449 -0.207
O -0.5056 -3.1874 3.0817 -0.296
O 0.0873 -0.6069 2.9139 -0.313
P -3.1460 -0.6998 1.1808 0.317
O -4.6125 -0.1600 1.7217 -0.195
O -3.3868 -1.8207 0.2549 -0.295
O -2.3621 0.5355 0.8966 -0.361
H -2.3473 -0.0234 4.5973 0.134
H -3.4852 0.5716 3.4900 0.138
H -1.8354 0.7324 3.1871 0.139
H -3.2837 -2.3580 4.5637 0.067
H -3.4210 -3.1248 2.9844 0.089
H -4.5478 -1.8315 3.4131 0.065
H -0.4434 -2.0996 5.4586 0.075
H -5.2939 -0.4110 1.0801 0.071
S -0.1127 2.2662 -0.9463 0.694
C -0.4542 2.1478 -2.6217 -0.770
C -0.2556 3.3123 -3.4211 -0.145
C -0.5268 3.2971 -4.7599 -0.128
C -1.0079 2.1169 -5.3455 -0.132
C -1.1699 1.0358 -4.5038 -0.211
N -0.9087 1.0243 -3.2026 0.018
H 0.1172 4.1997 -2.9301 0.080
H -0.3683 4.1925 -5.3530 0.087
H -1.2448 2.0427 -6.3985 0.071
H -1.5431 0.0946 -4.9059 0.088
Cl 4.3450 4.3712 4.2600 0.567
C 3.6361 3.1969 3.1865 -0.740
C 4.4308 2.3852 2.4185 -0.740
Cl 6.1654 2.5126 2.4920 0.570
C 3.8353 1.4390 1.5700 -0.607
Cl 4.8322 0.3745 0.6136 0.618
C 2.4538 1.2737 1.4756 -0.407
O 1.8959 0.3645 0.7541 -0.201
C 1.6085 2.1691 2.2583 -0.419
O 0.3276 2.0875 2.1416 -0.222
C 2.2399 3.0785 3.1018 -0.613
Cl 1.2222 4.1110 4.0705 0.609
O 0.2387 -3.5105 -0.6826 0.137
C 0.0995 -2.1795 -0.6722 -0.416
O -0.3649 -1.5973 0.2813 0.012
C 0.4947 -1.4964 -1.9635 -0.226
N 0.3102 -2.4366 -3.0926 -0.027
C 1.3137 -2.0896 -4.0966 -0.221
C 2.5484 -1.8503 -3.2391 -0.169
C 1.9961 -1.1205 -2.0105 -0.103
H -0.1194 -0.5957 -2.0666 0.102
H -0.6303 -2.3549 -3.4623 0.121
H 0.4526 -3.7038 -1.6083 0.087
H 1.0415 -1.1676 -4.6334 0.107
H 1.4262 -2.9007 -4.8221 0.102
H 3.3086 -1.2628 -3.7537 0.104
H 2.9950 -2.8074 -2.9586 0.104
H 2.0707 -0.0375 -2.1031 0.114
H 2.5204 -1.3645 -1.0857 0.108